A cluster of 3 separate species, C27H59BFN2O6 in total at a distorted geometry. Source: OMol25; level of theory: the ωB97M-V functional and the def2-TZVPD basis.

Calculated values
Charge: -1
Maximum force: 8.86 eV/Å
E_HOMO: -4.75 eV

```
96
Properties=species:S:1:pos:R:3:mulliken_charge:R:1
C 4.131 -5.136 1.842 -0.49
C 4.231 -6.535 1.340 -0.33
C 3.100 -7.328 0.443 -0.44
B 2.822 -6.702 -1.043 0.42
F 2.794 -5.185 -1.029 -0.28
C 4.093 -7.167 -2.035 -0.52
C 5.452 -6.279 -1.817 -0.85
C 1.462 -7.177 -1.803 -0.71
C 0.350 -7.980 -0.928 -0.43
C -0.851 -7.006 -0.291 -0.77
C -0.280 -5.696 0.508 0.38
C -1.621 -4.775 0.890 -0.50
C -2.253 -4.083 -0.478 -0.48
C -1.820 -2.489 -0.606 -0.74
C -0.185 -2.273 -0.516 -0.23
O 0.539 -2.828 -1.677 -0.29
C 1.682 -1.877 -1.873 0.67
C 2.933 -1.768 -0.774 -0.58
O 1.613 -1.081 -2.968 -0.62
H 5.031 -4.490 2.251 0.20
H 3.074 -4.588 1.769 0.05
H 5.216 -7.133 1.654 0.22
H 2.158 -7.454 1.128 0.22
H 3.526 -8.430 0.274 0.22
H 3.724 -6.976 -3.150 0.13
H 4.263 -8.315 -1.885 0.21
H 6.247 -7.010 -1.308 0.21
H 5.947 -5.927 -2.831 0.24
H 5.345 -5.372 -1.083 0.13
H 1.747 -7.839 -2.749 0.30
H 0.921 -6.208 -2.242 0.04
H 0.759 -8.708 -0.108 0.26
H -0.238 -8.678 -1.700 0.31
H -1.698 -6.765 -1.077 0.24
H -1.377 -7.695 0.530 0.20
H 0.266 -5.938 1.515 0.29
H 0.376 -5.003 -0.201 -0.35
H -2.440 -5.422 1.469 0.36
H -1.348 -3.879 1.606 0.12
H -3.423 -4.250 -0.468 0.28
H -1.784 -4.614 -1.437 0.25
H -2.204 -2.132 -1.665 0.36
H -2.326 -1.812 0.223 0.09
H 0.005 -1.112 -0.507 0.45
H 0.200 -2.687 0.520 0.02
H 3.110 -0.622 -0.566 0.30
H 3.931 -2.274 -1.188 0.26
H 2.582 -2.320 0.223 0.10
C -2.495 4.181 1.323 -0.67
O -1.569 4.059 2.393 -0.31
C -2.166 4.199 3.689 -0.85
C -2.224 2.846 4.418 -0.18
N -3.205 1.948 3.802 -0.33
C -3.095 0.555 4.246 -0.77
C -1.761 -0.179 3.994 -0.53
O -1.483 -0.444 2.617 -0.27
C -0.940 0.657 1.903 -0.18
H -1.932 4.283 0.394 0.20
H -3.119 3.290 1.242 0.31
H -3.130 5.068 1.444 0.32
H -3.153 4.673 3.642 0.41
H -1.510 4.867 4.259 0.39
H -2.496 3.013 5.465 0.41
H -1.217 2.420 4.389 0.15
H -3.094 1.971 2.794 0.07
H -3.885 0.001 3.723 0.38
H -3.334 0.508 5.314 0.43
H -1.843 -1.164 4.470 0.37
H -0.909 0.310 4.476 0.35
H -0.284 1.274 2.520 0.33
H -1.747 1.254 1.476 0.14
H -0.355 0.267 1.064 -0.09
C -0.585 8.976 -4.818 -0.71
O -1.258 7.867 -4.239 -0.33
C -0.376 6.831 -3.789 -0.83
C -0.312 6.791 -2.253 -0.09
N 0.399 7.955 -1.716 -0.37
C 0.231 8.137 -0.270 -0.73
C -1.200 8.337 0.271 -0.27
O -1.805 9.577 -0.102 -0.45
C -2.364 9.590 -1.408 -0.52
H -1.325 9.599 -5.324 0.23
H -0.100 9.584 -4.053 0.30
H 0.157 8.650 -5.557 0.33
H 0.623 6.915 -4.231 0.40
H -0.809 5.886 -4.138 0.39
H 0.202 5.878 -1.937 0.40
H -1.343 6.746 -1.887 0.11
H 0.069 8.793 -2.183 0.09
H 0.817 9.025 -0.002 0.36
H 0.695 7.289 0.245 0.41
H -1.127 8.365 1.364 0.35
H -1.863 7.496 0.042 0.23
H -2.792 8.627 -1.691 0.27
H -1.610 9.908 -2.129 0.15
H -3.161 10.341 -1.432 0.31
```

=====

A structure of composition C27H59F12N5O28P5S4 at a distorted geometry. Source: OMol25; level of theory: the ωB97M-V functional and the def2-TZVPD basis.

Calculated values
Charge: -1
Maximum force: 3.47 eV/Å
E_HOMO: -6.21 eV

```
140
Properties=species:S:1:pos:R:3:mulliken_charge:R:1
N -17.539 -10.026 -10.834 1.90
H -18.513 -10.339 -10.817 0.21
H -16.996 -10.857 -10.752 -0.30
H -17.387 -9.530 -9.918 -0.31
H -17.276 -9.459 -11.691 0.22
C -18.992 -8.747 -15.283 0.59
F -19.681 -8.115 -14.330 -0.23
F -19.786 -9.592 -15.931 -0.21
F -18.561 -7.839 -16.084 -0.20
S -17.616 -9.756 -14.595 0.93
O -18.347 -10.583 -13.629 -0.37
O -16.949 -10.319 -15.758 -0.65
N -16.857 -8.605 -13.804 -0.64
S -15.594 -7.822 -14.325 0.95
O -15.445 -7.767 -15.720 -0.60
O -15.516 -6.595 -13.558 -0.70
C -14.167 -8.780 -13.738 0.52
F -13.097 -8.033 -13.777 -0.21
F -14.354 -9.162 -12.499 -0.18
F -13.959 -9.879 -14.433 -0.15
C -14.307 -9.358 -8.258 0.49
F -14.709 -9.073 -9.555 0.00
F -13.401 -10.418 -8.258 -0.25
F -13.720 -8.295 -7.773 -0.12
S -15.813 -9.972 -7.484 0.54
O -16.140 -11.173 -8.145 -0.34
O -15.621 -10.147 -6.075 -0.75
N -16.787 -8.882 -7.964 -0.29
S -17.223 -7.455 -7.497 0.94
O -18.665 -7.316 -7.511 -0.70
O -16.609 -6.965 -6.305 -0.70
C -16.674 -6.360 -8.804 0.63
F -17.177 -5.227 -8.354 -0.23
F -15.368 -6.367 -8.973 -0.15
F -17.180 -6.667 -10.003 -0.20
N -14.303 -10.405 -17.755 0.16
C -13.791 -11.666 -17.627 -0.34
C -12.693 -11.789 -18.428 -0.65
C -12.444 -10.463 -18.967 -0.55
C -13.489 -9.623 -18.495 -0.41
H -15.182 -10.143 -17.298 0.20
H -14.331 -12.484 -17.191 0.41
H -12.172 -12.682 -18.650 0.44
H -11.605 -10.099 -19.530 0.39
H -13.777 -8.626 -18.768 0.43
N -16.666 -13.044 -10.373 1.75
C -15.292 -12.721 -10.428 -1.01
C -14.951 -12.661 -11.737 -0.79
C -16.099 -12.899 -12.541 -0.29
C -17.102 -13.182 -11.669 -1.03
H -17.212 -13.449 -9.571 -0.28
H -14.742 -12.477 -9.558 0.75
H -13.950 -12.287 -12.087 0.38
H -16.061 -12.988 -13.660 0.46
H -18.113 -13.420 -11.807 0.61
C -22.895 -12.134 -11.043 -0.67
O -22.757 -11.223 -10.018 -0.37
P -21.637 -10.139 -10.091 -0.35
O -20.389 -10.574 -10.826 0.27
O -22.257 -8.829 -10.832 -0.32
C -21.618 -8.127 -11.890 -0.49
O -21.543 -9.879 -8.568 -0.28
C -20.585 -8.890 -8.143 -0.36
H -23.903 -12.460 -11.160 0.46
H -22.336 -12.994 -10.777 0.33
H -22.552 -11.835 -12.079 0.10
H -20.618 -7.697 -11.670 0.17
H -22.223 -7.222 -12.127 0.34
H -21.631 -8.776 -12.738 0.25
H -20.542 -9.207 -7.097 0.31
H -20.964 -7.882 -8.409 0.28
H -19.561 -9.095 -8.557 -0.12
C -17.249 -13.050 -5.568 -0.87
O -18.472 -13.682 -5.699 -0.36
P -18.641 -14.706 -6.906 -0.03
O -17.890 -14.348 -8.081 -0.03
O -18.373 -16.201 -6.344 -0.43
C -17.664 -17.210 -6.947 -0.59
O -20.224 -14.682 -7.017 -0.29
C -20.933 -13.461 -7.282 -0.41
H -17.243 -12.480 -4.698 0.37
H -17.151 -12.303 -6.362 0.32
H -16.495 -13.747 -5.534 0.38
H -16.778 -16.855 -7.508 0.21
H -18.286 -17.729 -7.621 0.28
H -17.214 -17.833 -6.197 0.40
H -21.110 -12.935 -6.352 0.34
H -21.758 -13.848 -7.900 0.28
H -20.396 -12.821 -7.998 0.02
C -15.611 -16.535 -11.670 -0.41
O -16.123 -17.851 -11.413 -0.37
P -17.708 -18.101 -11.134 0.63
O -18.599 -18.023 -12.375 -0.60
O -17.698 -19.417 -10.276 -0.25
C -17.202 -20.667 -10.876 -0.75
O -18.214 -17.046 -10.030 -0.02
C -19.182 -16.052 -10.467 0.12
H -16.291 -16.000 -12.268 0.18
H -14.603 -16.565 -12.110 0.32
H -15.528 -16.012 -10.695 0.18
H -17.293 -21.445 -10.120 0.21
H -16.180 -20.527 -11.191 0.31
H -17.884 -20.837 -11.688 0.33
H -18.706 -15.085 -10.570 -0.24
H -19.881 -15.900 -9.668 0.19
H -19.593 -16.389 -11.456 0.01
C -10.824 -10.383 -10.697 -0.34
O -9.637 -9.590 -10.494 -0.35
P -9.909 -8.210 -9.854 0.63
O -8.744 -7.397 -9.634 -0.82
O -11.060 -7.499 -10.639 0.09
C -11.043 -6.834 -11.850 -0.82
O -10.651 -8.602 -8.542 -0.02
C -10.529 -7.788 -7.314 -0.73
H -10.971 -11.032 -9.833 0.26
H -10.514 -10.829 -11.630 0.31
H -11.759 -9.837 -10.704 0.05
H -10.760 -7.460 -12.618 0.37
H -10.312 -6.044 -11.771 0.36
H -12.068 -6.403 -12.088 0.18
H -9.472 -7.477 -7.261 0.36
H -10.908 -8.481 -6.559 0.23
H -11.209 -6.929 -7.466 0.24
C -22.978 -15.244 -16.644 -0.62
O -23.213 -15.133 -15.261 -0.43
P -22.028 -14.650 -14.260 1.23
O -22.618 -14.465 -12.921 -0.71
O -20.923 -15.812 -14.275 -0.23
C -21.329 -17.072 -13.651 -0.67
O -21.344 -13.480 -15.071 -0.37
C -20.168 -12.823 -14.507 -0.14
H -22.218 -14.489 -16.866 0.29
H -23.905 -14.995 -17.167 0.21
H -22.598 -16.247 -16.778 0.24
H -21.764 -16.933 -12.672 0.35
H -20.408 -17.669 -13.483 0.18
H -22.043 -17.631 -14.282 0.28
H -19.832 -12.242 -15.334 0.15
H -19.367 -13.582 -14.151 0.19
H -20.480 -12.209 -13.641 0.03
```

=====

A cluster of 5 separate species, C27H59FO18S5 in total at a distorted geometry. Source: OMol25; level of theory: the ωB97M-V functional and the def2-TZVPD basis.

Calculated values
Maximum force: 4.70 eV/Å
E_HOMO: -9.16 eV
SMILES: CO[C@H](S)[C@](CCCCCCOC(C)=O)(CCC(=O)O)OCF.CCOS(C)(=O)=O.CCOS(C)(=O)=O.CCOS(C)(=O)=O.CCOS(C)(=O)=O

```
110
Properties=species:S:1:pos:R:3:mulliken_charge:R:1
C -1.158 -5.499 0.275 -0.75
O -1.512 -4.189 -0.150 -0.34
C -0.943 -3.719 -1.369 -0.41
S 0.107 -4.905 -2.271 -0.13
C -0.244 -2.307 -1.193 1.73
C -1.121 -1.521 -0.200 -2.00
C -0.786 -0.027 0.015 -0.53
C 0.601 0.293 0.617 -0.19
C 1.625 0.719 -0.475 -0.99
C 3.039 0.101 -0.284 0.07
C 4.179 1.124 -0.243 -0.50
O 4.919 1.206 -1.470 -0.44
C 5.662 0.094 -1.740 0.75
C 6.711 -0.418 -0.770 -0.98
O 5.461 -0.478 -2.729 -0.47
C -0.281 -1.628 -2.597 -1.53
C 1.072 -1.704 -3.365 0.52
C 0.883 -1.014 -4.728 0.15
O 1.748 -0.875 -5.469 -0.47
O -0.384 -0.548 -5.092 -0.52
O 1.138 -2.391 -0.833 -0.15
C 1.410 -3.055 0.353 -0.39
F 2.135 -4.192 0.092 -0.40
H -1.678 -5.652 1.227 0.28
H -0.097 -5.620 0.499 0.35
H -1.523 -6.288 -0.384 0.29
H -1.782 -3.517 -2.039 0.87
H 1.379 -4.459 -2.248 0.10
H -1.133 -1.983 0.789 0.45
H -2.157 -1.562 -0.553 0.41
H -0.953 0.587 -0.872 0.42
H -1.523 0.338 0.742 -0.12
H 0.471 1.183 1.238 0.21
H 1.006 -0.496 1.253 0.54
H 1.745 1.805 -0.415 0.91
H 1.234 0.532 -1.475 0.32
H 3.214 -0.619 -1.088 -0.24
H 3.024 -0.470 0.647 0.13
H 3.849 2.133 -0.003 0.27
H 4.846 0.839 0.580 0.21
H 7.712 -0.414 -1.190 0.35
H 6.714 0.230 0.113 0.32
H 6.397 -1.400 -0.419 0.26
H -1.014 -2.091 -3.256 0.48
H -0.517 -0.567 -2.529 0.30
H 1.345 -2.726 -3.605 0.27
H 1.855 -1.134 -2.873 -0.31
H -0.465 0.365 -4.780 0.33
H 2.067 -2.417 0.951 0.10
H 0.536 -3.286 0.962 0.48
O -1.731 2.350 3.248 -0.65
S -2.678 3.142 2.517 1.10
O -2.401 3.568 1.181 -0.34
O -3.081 4.402 3.394 -0.33
C -2.027 5.245 3.898 -0.29
C -1.465 6.158 2.825 -0.86
C -4.247 2.347 2.541 -1.07
H -1.242 4.637 4.354 0.26
H -2.474 5.843 4.691 0.32
H -0.937 5.589 2.060 0.18
H -0.764 6.870 3.263 0.44
H -2.266 6.707 2.328 0.17
H -4.478 2.054 3.563 0.36
H -4.179 1.468 1.902 0.36
H -4.991 3.039 2.153 0.30
O 1.939 -9.056 -2.998 -0.67
S 0.524 -8.876 -3.106 1.19
O -0.209 -8.177 -2.099 -0.50
O -0.159 -10.298 -3.355 -0.28
C 0.132 -11.358 -2.429 -0.37
C -0.632 -11.206 -1.128 -0.95
C 0.143 -8.171 -4.674 -0.92
H 1.208 -11.419 -2.252 0.33
H -0.167 -12.281 -2.923 0.28
H -0.292 -10.334 -0.571 0.27
H -0.490 -12.086 -0.500 0.39
H -1.697 -11.074 -1.321 0.26
H 0.669 -8.726 -5.446 0.36
H 0.478 -7.135 -4.657 0.31
H -0.933 -8.213 -4.825 0.31
O -4.641 5.543 0.621 -0.63
S -4.026 6.239 -0.467 1.26
O -3.184 7.373 -0.239 -0.63
O -5.155 6.636 -1.525 -0.32
C -6.295 7.374 -1.053 -0.31
C -5.975 8.840 -0.830 -1.00
C -3.166 5.089 -1.484 -0.96
H -6.694 6.913 -0.147 0.29
H -7.056 7.280 -1.826 0.30
H -5.277 8.969 -0.003 0.29
H -6.884 9.395 -0.597 0.39
H -5.511 9.271 -1.717 0.26
H -3.819 4.246 -1.691 0.32
H -2.288 4.762 -0.933 0.28
H -2.869 5.590 -2.403 0.42
O 3.738 1.683 4.637 -0.72
S 2.761 2.450 3.924 1.26
O 3.008 2.891 2.583 -0.56
O 2.352 3.712 4.813 -0.24
C 3.402 4.567 5.296 -0.43
C 3.931 5.489 4.214 -0.95
C 1.208 1.628 3.974 -0.37
H 4.203 3.970 5.735 0.36
H 2.964 5.159 6.098 0.28
H 4.450 4.928 3.437 0.27
H 4.631 6.209 4.637 0.40
H 3.113 6.027 3.734 0.22
H 1.000 1.328 4.998 0.47
H 1.279 0.753 3.332 0.14
H 0.441 2.300 3.601 -0.05
```

=====

A cluster of 9 separate species, C27H60O27S3 in total at a distorted geometry. Source: OMol25; level of theory: the ωB97M-V functional and the def2-TZVPD basis.

Calculated values
Maximum force: 4.24 eV/Å
E_HOMO: -10.36 eV
SMILES: CCOS(C)(=O)=O.CCOS(C)(=O)=O.CCOS(C)(=O)=O.COC(=O)OC.COC(=O)OC.COC(=O)OC.COC(=O)OC.COC(=O)OC.COC(=O)OC

```
117
Properties=species:S:1:pos:R:3:mulliken_charge:R:1
O 3.470 0.831 30.518 -0.61
S 3.074 1.977 29.710 1.17
O 2.830 3.268 30.348 -0.61
O 4.331 2.248 28.683 -0.33
C 4.944 1.134 27.983 0.17
C 6.460 1.210 28.251 -1.46
C 1.649 1.618 28.561 -0.39
H 4.844 1.224 26.901 -0.15
H 4.531 0.154 28.220 0.58
H 6.751 2.253 28.124 0.13
H 7.069 0.477 27.723 0.48
H 6.621 0.929 29.291 0.45
H 1.422 2.581 28.102 -0.15
H 0.784 1.228 29.096 0.55
H 1.977 0.988 27.734 0.17
O 2.825 3.007 26.002 -0.30
S 3.227 4.151 25.200 1.07
O 2.646 4.391 23.901 -0.62
O 3.008 5.498 26.179 -0.41
C 2.216 5.307 27.373 1.36
C 2.476 6.473 28.340 -1.36
C 5.089 4.312 25.170 -0.63
H 2.512 4.396 27.894 -0.45
H 1.143 5.238 27.195 -0.43
H 3.342 6.162 28.923 0.30
H 1.629 6.544 29.023 0.36
H 2.658 7.406 27.807 0.36
H 5.475 3.371 24.778 -0.12
H 5.301 4.335 26.239 0.28
H 5.398 5.234 24.678 0.55
O -0.817 0.743 23.458 -0.53
S -1.527 2.026 23.555 0.97
O -3.008 2.158 23.385 -0.63
O -1.208 2.741 25.025 -0.06
C -2.186 3.606 25.592 -0.26
C -1.472 4.323 26.673 -1.08
C -0.620 3.303 22.474 -0.61
H -3.042 3.043 25.965 0.31
H -2.569 4.302 24.847 0.37
H -2.138 4.880 27.332 0.43
H -0.741 4.995 26.222 0.21
H -1.015 3.629 27.377 0.18
H -0.348 4.076 23.193 0.34
H -1.352 3.712 21.778 0.42
H 0.221 2.877 21.926 -0.07
C 4.614 -3.289 21.971 -0.32
O 5.322 -4.396 21.482 -0.35
C 5.946 -5.143 22.415 0.78
O 5.933 -4.981 23.644 -0.57
O 6.658 -6.032 21.747 -0.36
C 7.561 -6.875 22.424 -0.67
H 3.797 -3.544 22.646 0.31
H 4.324 -2.746 21.072 0.31
H 5.333 -2.622 22.447 0.01
H 8.369 -6.354 22.938 0.27
H 7.888 -7.602 21.681 0.25
H 6.959 -7.469 23.111 0.33
C 8.831 2.969 23.533 -0.41
O 9.750 3.138 24.606 -0.36
C 9.247 3.662 25.761 0.86
O 8.117 4.173 25.825 -0.58
O 10.051 3.393 26.725 -0.32
C 9.796 3.848 28.011 -0.48
H 8.664 1.904 23.370 0.10
H 9.477 3.371 22.753 0.35
H 7.825 3.385 23.486 0.21
H 8.908 3.353 28.406 0.10
H 9.695 4.930 28.092 0.31
H 10.519 3.665 28.806 0.28
C 6.427 -0.280 24.696 -0.14
O 5.423 0.660 24.195 0.22
C 4.333 0.204 23.603 0.49
O 3.801 -0.893 23.816 -0.57
O 3.827 1.180 22.832 -0.47
C 2.460 1.277 22.659 -0.43
H 6.072 -1.152 25.245 -0.06
H 7.034 0.346 25.349 0.02
H 6.922 -0.580 23.773 0.11
H 2.338 2.030 21.880 0.11
H 1.970 1.562 23.589 0.17
H 2.079 0.324 22.293 0.48
C 4.258 -2.999 26.373 -0.42
O 5.000 -3.455 27.554 -0.30
C 4.343 -3.680 28.639 0.82
O 3.141 -3.738 28.841 -0.60
O 5.261 -3.906 29.641 -0.37
C 4.837 -4.366 30.955 -0.62
H 4.750 -3.153 25.412 0.04
H 3.884 -1.979 26.462 0.22
H 3.358 -3.609 26.301 0.48
H 4.682 -3.405 31.446 0.25
H 5.592 -5.015 31.400 0.21
H 3.879 -4.870 30.824 0.32
C 0.746 1.414 18.374 -0.27
O -0.627 1.477 18.428 -0.35
C -1.247 1.014 19.476 0.82
O -0.760 0.367 20.391 -0.53
O -2.510 1.459 19.341 -0.35
C -3.414 1.206 20.369 -0.67
H 1.159 1.678 19.347 -0.05
H 1.090 2.252 17.768 0.25
H 1.070 0.492 17.891 0.29
H -4.421 1.261 19.957 0.35
H -3.513 2.041 21.062 0.23
H -3.477 0.208 20.804 0.33
C 10.406 -2.843 22.052 -0.74
O 9.205 -2.280 21.515 -0.27
C 9.006 -1.011 21.366 0.86
O 9.502 -0.163 22.116 -0.62
O 8.052 -0.873 20.468 -0.33
C 7.293 0.306 20.223 -0.34
H 10.321 -2.901 23.137 0.30
H 11.260 -2.209 21.813 0.33
H 10.607 -3.883 21.794 0.26
H 6.701 0.500 21.118 0.00
H 6.633 0.379 19.359 0.25
H 8.029 1.092 20.052 0.32
```

=====

| no. | HOMO-LUMO gap (eV) | lowest unoccupied orbital energy (eV) | DFT total energy (eV) |
| --- | --- | --- | --- |
| 1 | 6.59 | 1.84 | -47606.3254 |
| 2 | 8.13 | 1.92 | -216143.0912 |
| 3 | 9.37 | 0.21 | -122701.2999 |
| 4 | 10.62 | 0.26 | -116754.9070 |